No. 1
This record from the OMol25 dataset describes a molecular structure, C44H45AsF7N3OPdS. The level of theory is ωB97M-V/def2-TZVPD.

```
! wB97M-V def2-TZVPD RIJCOSX def2/J DEFGRID3
* xyz -2 1
Pd -0.46 -1.26 -0.70
As 1.48 2.05 0.21
S 1.79 -1.32 0.01
F 2.99 -6.00 -2.59
F 1.55 -6.20 -4.17
F -2.83 -2.76 0.00
F -1.01 -6.77 -1.64
F 1.47 -7.52 -2.46
F -1.04 -5.76 -3.55
F -1.49 -4.67 -1.74
O 1.11 -5.29 -0.74
N 1.17 -3.64 1.19
N -2.41 -0.12 -0.74
N 0.93 -1.73 2.48
C -3.90 -1.97 -0.27
C 2.64 4.68 -0.65
C -2.79 1.16 1.73
C -1.70 1.40 -3.26
C -1.59 1.18 2.68
C 4.62 0.92 2.68
C -6.12 -0.43 -0.72
C 1.34 6.13 1.32
C 5.38 0.77 -0.31
C 3.79 1.27 1.62
C -1.74 3.39 -1.77
C 4.16 1.19 0.19
C 2.86 1.48 4.23
C -2.46 1.95 0.48
C -2.29 1.26 -0.74
C -5.14 -2.53 -0.17
C 1.02 -3.84 -2.68
C -3.66 -0.62 -0.63
C -2.26 3.32 0.56
C 1.19 4.76 1.25
C 3.34 1.47 -2.06
C 0.81 -5.21 -2.03
C 2.78 6.06 -0.59
C -0.34 0.70 -3.30
C 5.58 0.70 -1.68
C -4.85 0.13 -0.84
C 2.03 1.82 3.17
C 1.69 -6.24 -2.81
C -6.29 -1.76 -0.39
C 0.43 -3.83 3.52
C -0.68 -5.61 -2.24
C -1.90 4.06 -0.56
C 4.57 1.05 -2.55
C 1.24 -2.32 1.29
C 2.48 1.71 1.86
C 2.14 6.79 0.39
C 0.01 -2.38 3.39
C -2.79 0.45 -3.75
C 1.85 4.01 0.27
C -1.93 2.01 -1.89
C 0.46 -4.47 2.14
C -4.06 1.65 2.41
C 4.15 1.03 3.98
C 3.14 1.56 -0.69
H -2.38 3.82 1.51
H 0.54 4.26 1.96
H -1.45 3.95 -2.65
H 6.17 0.47 0.37
H 0.05 -1.87 4.35
H 0.47 1.42 -3.14
H -5.20 -3.58 0.11
H 1.29 -4.11 0.24
H 0.57 -3.04 -2.07
H 2.25 7.87 0.44
H 2.10 -3.63 -2.72
H 4.72 0.97 -3.62
H -1.33 2.20 2.97
H -1.67 2.24 -3.96
H -3.79 0.88 -3.61
H -4.90 1.61 1.72
H -0.17 0.20 -4.26
H -2.93 0.12 1.43
H 6.54 0.36 -2.07
H -0.73 0.72 2.18
H 0.94 -5.44 2.17
H 2.50 1.56 5.25
H -4.76 1.18 -1.10
H 3.40 6.57 -1.32
H -6.99 0.20 -0.90
H 2.53 1.71 -2.75
H -1.02 -2.33 3.01
H 0.91 -0.73 2.42
H 3.16 4.12 -1.42
H -7.28 -2.21 -0.31
H -4.30 1.02 3.27
H -1.80 0.61 3.59
H -0.24 -4.38 4.18
H 1.02 2.15 3.37
H -1.72 5.12 -0.49
H 4.79 0.75 4.81
H 1.44 -3.86 3.96
H -2.66 0.24 -4.81
H -0.29 -0.04 -2.49
H -2.76 -0.49 -3.21
H -3.96 2.68 2.77
H 5.62 0.56 2.50
H -0.56 -4.63 1.78
H 0.82 6.69 2.09
H 0.62 -3.80 -3.70
*
```

As for the gap between HOMO and LUMO: 0.177 hartree. The LUMO energy comes out at 4.08 eV. For the energy relative to the best compared isomer or geometry (same formula, charge and spin), the calculation gives 17.30 kJ/mol.

---

No. 2
This record from the OMol25 dataset describes a molecular structure, C44H45F9N4OPS2Sc. The level of theory is ωB97M-V/def2-TZVPD.

```
! wB97M-V def2-TZVPD RIJCOSX def2/J DEFGRID3
* xyz 4 1
Sc -0.69 -0.13 -1.25
S 1.48 1.12 -1.25
S 0.66 -1.82 -0.03
P -2.46 0.31 0.73
F -3.47 6.87 0.65
F -1.26 -4.08 5.67
F -1.43 6.86 1.38
F 0.66 -3.15 5.30
F -8.20 -1.07 -2.38
F -0.72 -2.26 6.72
F -8.72 -1.86 -0.43
F -7.55 -3.06 -1.81
F -3.08 6.67 2.77
O -1.36 -1.57 -2.66
N 3.82 0.48 -0.15
N -1.39 1.68 -2.79
N 2.57 -1.21 1.70
N -1.38 4.11 -4.45
C -2.58 2.08 1.09
C 2.00 -0.93 0.58
C 3.35 -6.22 1.65
C -0.49 -2.52 -3.39
C -0.64 1.77 -4.07
C -3.79 2.77 1.01
C 2.07 -2.25 2.64
C 8.29 1.07 -1.32
C 4.54 1.49 -0.99
C -2.12 -1.98 2.20
C 3.80 -0.49 2.08
C -1.41 4.14 1.51
C 7.20 -0.60 -2.68
C -6.24 -1.23 0.56
C 2.02 -5.87 1.54
C 1.61 -4.58 1.85
C 3.88 -4.00 2.39
C -5.52 -0.79 -1.70
C -1.21 -2.08 4.42
C 2.54 -3.64 2.27
C -2.13 4.06 -3.14
C -6.48 -1.25 -0.80
C -0.65 -2.90 5.56
C -5.03 -0.75 1.05
C -2.62 4.83 1.41
C -1.16 -0.70 4.48
C -7.77 -1.82 -1.36
C -4.05 -0.31 0.17
C -1.26 2.74 -5.06
C -4.31 -0.33 -1.21
C 8.36 -0.01 -2.19
C -1.40 2.77 1.34
C 5.96 -0.11 -2.29
C 5.89 0.97 -1.41
C 4.64 -0.25 0.84
C -2.03 -0.59 2.24
C 4.29 -5.28 2.07
C -1.57 0.06 3.39
C -2.65 6.34 1.56
C -1.71 -2.73 3.30
C -3.80 4.15 1.17
C -1.49 3.04 -2.20
C 2.56 0.21 -0.25
C 7.05 1.55 -0.93
H -0.50 4.69 1.71
H 6.99 2.40 -0.25
H 2.42 -1.94 3.63
H -0.87 -2.63 -4.40
H 1.29 -6.61 1.24
H -1.86 4.74 -5.10
H -1.55 1.14 3.46
H 4.99 -1.18 0.39
H -1.79 -3.81 3.28
H -2.51 -2.49 1.33
H -0.48 -3.47 -2.86
H -4.74 4.69 1.11
H -0.65 2.82 -5.97
H 7.26 -1.43 -3.37
H -3.57 0.06 -1.91
H 3.90 1.71 -1.84
H -2.34 1.39 -3.02
H -0.60 0.78 -4.55
H -0.45 2.24 1.40
H 9.19 1.53 -0.95
H -2.12 5.05 -2.70
H 4.35 -1.11 2.78
H 4.62 -3.30 2.78
H -3.16 3.79 -3.39
H -2.27 -1.91 -2.69
H 0.39 2.05 -3.84
H 0.51 -2.08 -3.40
H 0.56 -4.32 1.79
H 3.52 0.43 2.59
H -0.48 3.36 -1.91
H 3.67 -7.23 1.42
H -4.72 2.24 0.83
H -4.85 -0.75 2.12
H -0.45 4.52 -4.31
H -0.82 -0.21 5.38
H -2.27 2.45 -5.35
H 0.98 -2.20 2.63
H 9.33 -0.39 -2.50
H 4.64 2.39 -0.38
H 5.51 0.36 1.07
H 5.06 -0.56 -2.70
H -2.09 3.01 -1.29
H 5.33 -5.56 2.18
H -7.01 -1.57 1.25
H -5.73 -0.80 -2.76
*
```

As for the gap between HOMO and LUMO: 0.220 hartree. The LUMO energy comes out at -11.50 eV. For the energy relative to the best compared isomer or geometry (same formula, charge and spin), the calculation gives 0.00 kJ/mol.

---

> What is the formula in the second record?

C44H45F9N4OPS2Sc

---

> gap between HOMO and LUMO of number 2 (C44H45F9N4OPS2Sc)?

0.220 hartree